Record 1
{
  "formula": "C4H8N2O",
  "method": "ωB97M-V with the def2-TZVPD basis set",
  "symbols": ["O", "N", "N", "C", "C", "C", "C", "H", "H", "H", "H", "H", "H", "H", "H"],
  "coordinates": [[-1.95880, 0.75272, 0.69367], [0.41224, 0.72181, -0.36441], [0.08795, 2.03369, -0.51559], [2.48134, -0.45286, 0.45042], [-1.27404, -0.23088, 0.51019], [1.37832, 0.18641, 0.19078], [-1.48631, -1.26539, -0.55958], [3.14650, -0.75079, -0.34443], [-0.55760, -1.77959, -0.78774], [-1.88133, -0.79513, -1.45689], [0.50318, 2.68869, 0.14288], [2.79667, -0.65894, 1.45949], [-0.93128, 2.10537, -0.51180], [-0.49893, -0.56872, 1.28643], [-2.21791, -1.98641, -0.19343]],
  "smiles": "C=C=NN.CC=O",
  "mol_weight_g_mol": 100.12,
  "homo_energy_ev": -9.1,
  "lumo_energy_ev": 0.60,
  "orbital_gap_ev": 9.72,
  "e_above_lowest_kcal_mol": 102.1,
  "e_tot_ha": -341.84101
}

=====

Record 2
{
  "formula": "C4H8N2O",
  "method": "ωB97M-V with the def2-TZVPD basis set",
  "symbols": ["O", "N", "N", "C", "C", "C", "C", "H", "H", "H", "H", "H", "H", "H", "H"],
  "coordinates": [[1.08292, 2.02901, -1.51283], [-0.95811, -0.42552, 0.42798], [2.09230, 1.35839, 0.64205], [-1.22301, -1.57004, 1.28879], [0.36821, -0.33475, -0.05144], [0.26786, 1.06175, -1.60114], [1.35134, 0.42261, 0.55668], [-0.79550, 1.20983, -1.34950], [-0.97714, -2.48275, 0.73778], [0.44607, 0.27512, -2.35273], [-1.25049, 0.44875, 0.85027], [-2.28742, -1.60104, 1.53373], [1.82837, 1.94238, -0.31866], [0.71497, -1.24189, -0.54412], [-0.64139, -1.57409, 2.22393]],
  "smiles": "CNC=C=N.C=O",
  "mol_weight_g_mol": 100.12,
  "homo_energy_ev": -9.1,
  "lumo_energy_ev": 0.75,
  "orbital_gap_ev": 9.87,
  "e_above_lowest_kcal_mol": 94.6,
  "e_tot_ha": -341.85287
}

=====

Record 3
{
  "formula": "C4H8N2O",
  "method": "ωB97M-V with the def2-TZVPD basis set",
  "symbols": ["O", "N", "N", "C", "C", "C", "C", "H", "H", "H", "H", "H", "H", "H", "H"],
  "coordinates": [[0.34202, -0.46664, -0.85751], [-1.33057, 1.32517, 1.50360], [1.84548, 0.37572, 0.62579], [-2.48025, 1.45827, -0.71744], [0.88213, -0.45497, 0.34798], [-1.90746, 1.28360, 0.42333], [0.60327, 0.45001, -1.82504], [2.21554, 0.38847, 1.55139], [1.73075, 0.22963, -2.17231], [2.09059, 1.13654, 0.03527], [-0.21854, 0.32569, -2.53305], [0.49647, 1.49248, -1.40655], [-1.89110, 1.10203, -1.61443], [-1.46261, 0.51117, 2.14091], [-3.44630, 1.82577, -0.84977]],
  "mol_weight_g_mol": 100.12,
  "homo_energy_ev": -8.1,
  "lumo_energy_ev": 0.87,
  "orbital_gap_ev": 8.95,
  "e_above_lowest_kcal_mol": 116.5,
  "e_tot_ha": -341.81794
}

=====

Record 4
{
  "formula": "C4H8N2O",
  "method": "ωB97M-V with the def2-TZVPD basis set",
  "symbols": ["O", "N", "N", "C", "C", "C", "C", "H", "H", "H", "H", "H", "H", "H", "H"],
  "coordinates": [[2.19655, 0.33354, 0.79258], [-0.47359, 0.78764, 0.22970], [-0.99079, -1.04315, -2.61025], [-0.33836, -0.55630, -1.76975], [0.40638, 0.08964, -0.76967], [-1.68960, 0.08019, 0.72478], [1.50316, -0.61497, -0.03473], [2.51096, 1.01507, 0.17881], [-1.38492, -0.87837, 1.14545], [-2.20032, 0.68710, 1.47737], [-2.34040, -0.09572, -0.13335], [1.19851, -1.39391, 0.68638], [0.18240, 0.99191, 0.99719], [-0.75281, 1.69074, -0.15354], [2.17284, -1.09342, -0.76098]],
  "mol_weight_g_mol": 100.12,
  "homo_energy_ev": -7.4,
  "lumo_energy_ev": 0.32,
  "orbital_gap_ev": 7.71,
  "e_above_lowest_kcal_mol": 79.9,
  "e_tot_ha": -341.87633
}

=====

Record 5
{
  "formula": "C4H8N2O",
  "method": "ωB97M-V with the def2-TZVPD basis set",
  "symbols": ["O", "N", "N", "C", "C", "C", "C", "H", "H", "H", "H", "H", "H", "H", "H"],
  "coordinates": [[0.97404, -0.42535, 1.52084], [2.15145, 0.25201, -0.36604], [-0.25891, 1.01147, 0.30032], [0.88744, 0.05465, 0.23144], [-1.33230, -1.35602, -0.09114], [-0.62382, 1.00958, -1.09965], [-0.34994, -0.29490, -0.47169], [-2.33520, -0.92240, -0.02261], [0.05598, 1.49106, -1.80043], [-1.67702, 1.23890, -1.25486], [-1.35048, -2.17682, -0.81407], [-1.05504, -1.76554, 0.88541], [2.07864, 0.80181, -1.21521], [2.77326, 0.71780, 0.28708], [0.18735, 0.07187, 1.84716]],
  "smiles": "C[C@@]12CN1[C@@]2(N)O",
  "mol_weight_g_mol": 100.12,
  "homo_energy_ev": -9.2,
  "lumo_energy_ev": 1.01,
  "orbital_gap_ev": 10.25,
  "e_above_lowest_kcal_mol": 73.5,
  "e_tot_ha": -341.88651
}

=====

Record 6
{
  "formula": "C4H8N2O",
  "method": "ωB97M-V with the def2-TZVPD basis set",
  "symbols": ["O", "N", "N", "C", "C", "C", "C", "H", "H", "H", "H", "H", "H", "H", "H"],
  "coordinates": [[-0.88699, 2.50764, -1.24284], [0.93443, -0.34949, 0.06058], [-1.60127, 0.38351, -0.83665], [-0.67158, 1.35729, -0.90968], [1.02549, -0.80050, 1.26483], [0.76983, 0.93225, -0.59073], [0.33404, -1.67201, 0.19585], [-0.69001, -1.29038, 1.36670], [-0.45506, -0.67670, 2.00599], [1.31730, 0.90505, -1.53457], [1.70880, -0.65998, 2.08932], [-2.55582, 0.63389, -1.04151], [0.93088, -2.42128, -0.34337], [1.21018, 1.70851, 0.04046], [-1.37021, -0.55782, -0.52439]],
  "mol_weight_g_mol": 100.12,
  "homo_energy_ev": -8.5,
  "lumo_energy_ev": 0.58,
  "orbital_gap_ev": 9.11,
  "e_above_lowest_kcal_mol": 161.9,
  "e_tot_ha": -341.74560
}

=====

Record 7
{
  "formula": "C4H8N2O",
  "method": "ωB97M-V with the def2-TZVPD basis set",
  "symbols": ["O", "N", "N", "C", "C", "C", "C", "H", "H", "H", "H", "H", "H", "H", "H"],
  "coordinates": [[0.62156, 0.17679, 1.57880], [-1.77904, -0.24268, 0.44902], [2.75573, -1.45982, -0.43188], [1.83560, -0.82468, -0.13752], [0.68647, 1.31117, -0.56042], [-0.62053, -0.84796, -0.20245], [0.63318, -0.02513, 0.18828], [-0.23403, 1.87047, -0.35966], [-0.48543, -1.86991, 0.16289], [-2.35860, 0.26777, -0.20499], [1.53008, 1.90267, -0.19820], [-2.36252, -0.94092, 0.89088], [-0.70580, -0.88850, -1.29536], [-0.31075, 0.39992, 1.76185], [0.79407, 1.17081, -1.64124]],
  "smiles": "C[C@](O)(C#N)CN",
  "mol_weight_g_mol": 100.12,
  "homo_energy_ev": -10.4,
  "lumo_energy_ev": 0.60,
  "orbital_gap_ev": 10.97,
  "e_above_lowest_kcal_mol": 31.5,
  "e_tot_ha": -341.95346
}

=====

Record 8
{
  "formula": "C4H8N2O",
  "method": "ωB97M-V with the def2-TZVPD basis set",
  "symbols": ["O", "N", "N", "C", "C", "C", "C", "H", "H", "H", "H", "H", "H", "H", "H"],
  "coordinates": [[1.84058, 1.13186, 0.50331], [-1.23712, -2.40114, -1.60541], [-0.40182, -0.06561, 0.53909], [-0.47591, -1.57829, -1.28922], [0.20392, -0.33314, -0.73340], [1.71547, -0.06451, -0.24739], [-1.58110, 0.72857, 0.61769], [-1.40399, 1.65262, 0.05243], [-0.02936, 0.40189, -1.51987], [2.37184, 0.12382, -1.08699], [-1.69844, 0.99169, 1.66995], [1.50715, 1.01622, 1.40801], [-0.37390, -0.90941, 1.09185], [-2.47434, 0.21990, 0.23450], [2.03701, -0.91448, 0.36544]],
  "smiles": "CN[C@H](C#N)CO",
  "mol_weight_g_mol": 100.12,
  "homo_energy_ev": -9.3,
  "lumo_energy_ev": 0.76,
  "orbital_gap_ev": 10.07,
  "e_above_lowest_kcal_mol": 65.8,
  "e_tot_ha": -341.89880
}

=====

Record 9
{
  "formula": "C4H8N2O",
  "method": "ωB97M-V with the def2-TZVPD basis set",
  "symbols": ["O", "N", "N", "C", "C", "C", "C", "H", "H", "H", "H", "H", "H", "H", "H"],
  "coordinates": [[-1.10744, -0.49155, 2.31280], [0.38599, -0.24767, 0.52108], [-0.77222, 0.92278, -2.15449], [-0.38857, 1.07991, -0.94976], [0.33698, -1.64216, 0.12597], [-0.42696, 0.24990, 1.60870], [0.95019, 0.75740, -0.37770], [1.33455, -1.98138, -0.16732], [-0.34784, -1.76881, -0.71717], [1.36405, 1.60017, 0.18167], [-1.78659, 0.99594, -2.26728], [0.01163, 1.16919, 2.04120], [-1.15788, 1.27669, -0.00472], [1.63065, 0.32653, -1.11309], [-0.02653, -2.24694, 0.96010]],
  "smiles": "[H]/N=C/CN(C)C=O",
  "mol_weight_g_mol": 100.12,
  "homo_energy_ev": -9.4,
  "lumo_energy_ev": 0.84,
  "orbital_gap_ev": 10.22,
  "e_above_lowest_kcal_mol": 65.4,
  "e_tot_ha": -341.89942
}

=====

Record 10
{
  "formula": "C4H8N2O",
  "method": "ωB97M-V with the def2-TZVPD basis set",
  "symbols": ["O", "N", "N", "C", "C", "C", "C", "H", "H", "H", "H", "H", "H", "H", "H"],
  "coordinates": [[0.66653, -0.20963, 1.65818], [2.68382, -1.21312, -0.88445], [-1.78145, -0.28176, 0.28881], [0.56138, 1.43598, -0.12661], [-0.55030, -0.82337, -0.31417], [0.63052, -0.05091, 0.26310], [1.81763, -0.68398, -0.33324], [-1.88361, -0.05213, -0.70806], [-0.48297, -1.90623, -0.27727], [1.40703, 1.96068, 0.32270], [-0.59350, -0.54601, -1.41538], [-0.25345, -0.05504, 1.93513], [-0.36885, 1.86723, 0.25919], [-2.44957, -1.01584, 0.54572], [0.59679, 1.57413, -1.21367]],
  "smiles": "C[C@](O)(C#N)CN",
  "mol_weight_g_mol": 100.12,
  "homo_energy_ev": -10.6,
  "lumo_energy_ev": 0.55,
  "orbital_gap_ev": 11.12,
  "e_above_lowest_kcal_mol": 60.0,
  "e_tot_ha": -341.90797
}

=====

Record 11
{
  "formula": "C4H8N2O",
  "method": "ωB97M-V with the def2-TZVPD basis set",
  "symbols": ["O", "N", "N", "C", "C", "C", "C", "H", "H", "H", "H", "H", "H", "H", "H"],
  "coordinates": [[0.71049, 0.53049, 2.29104], [-0.01777, -0.71657, -0.94674], [-1.39025, 0.47895, 1.39734], [-0.08043, 0.07482, 1.48624], [0.35387, -0.97806, 0.46565], [1.05618, -0.05654, -1.67799], [-0.12974, 0.72674, -1.22352], [-0.13188, -1.91118, 0.74601], [-1.71897, 1.15309, 2.07057], [-2.09157, -0.17544, 1.08484], [-0.79099, 1.02839, -2.02747], [1.06428, -0.34468, -2.73297], [2.03892, -0.01951, -1.21089], [-0.30803, 1.32294, -0.34266], [1.43590, -1.11344, 0.62055]],
  "smiles": "NC(=O)CN1CC1",
  "mol_weight_g_mol": 100.12,
  "homo_energy_ev": -9.0,
  "lumo_energy_ev": 0.91,
  "orbital_gap_ev": 9.94,
  "e_above_lowest_kcal_mol": 53.7,
  "e_tot_ha": -341.91809
}

=====

Record 12
{
  "formula": "C4H8N2O",
  "method": "ωB97M-V with the def2-TZVPD basis set",
  "symbols": ["O", "N", "N", "C", "C", "C", "C", "H", "H", "H", "H", "H", "H", "H", "H"],
  "coordinates": [[1.12027, -0.13427, 1.94803], [0.13499, 0.34304, -0.10972], [-1.22588, -0.05494, 0.44891], [-2.04734, -0.55013, -0.64066], [1.15939, -0.06352, 0.71960], [2.36644, -0.53419, -0.06038], [-0.83814, 1.31258, 0.34466], [2.22347, -0.42512, -1.13788], [3.23110, 0.05991, 0.24643], [-0.60388, 1.81928, 1.27367], [-3.10064, -0.36792, -0.39778], [-1.83270, -0.10050, -1.61812], [-1.22579, 1.91455, -0.46893], [2.55416, -1.58479, 0.17428], [-1.91544, -1.63396, -0.72210]],
  "smiles": "CC(=O)N1CN1C",
  "mol_weight_g_mol": 100.12,
  "homo_energy_ev": -9.8,
  "lumo_energy_ev": 0.92,
  "orbital_gap_ev": 10.75,
  "e_above_lowest_kcal_mol": 75.7,
  "e_tot_ha": -341.88299
}

=====

Record 13
{
  "formula": "C4H8N2O",
  "method": "ωB97M-V with the def2-TZVPD basis set",
  "symbols": ["O", "N", "N", "C", "C", "C", "C", "H", "H", "H", "H", "H", "H", "H", "H"],
  "coordinates": [[2.81644, 0.67324, -0.16827], [-0.68883, 0.13255, 0.78429], [-0.98980, -1.79295, -1.60181], [0.31979, 0.07745, -0.36786], [-2.09950, 0.58986, 0.57089], [1.86643, -0.36675, -0.22823], [-0.36380, -0.92990, -1.15598], [1.99329, -1.08738, 0.58815], [-0.74808, -0.75530, 1.28382], [2.14672, -0.90139, -1.15225], [0.39802, 1.05541, -0.87992], [-2.87870, -0.17010, 0.33687], [-2.42755, 1.07332, 1.50247], [2.82686, 1.06495, 0.71305], [-2.17129, 1.33698, -0.22521]],
  "smiles": "CN[C@H](C#N)CO",
  "mol_weight_g_mol": 100.12,
  "homo_energy_ev": -9.3,
  "lumo_energy_ev": 0.75,
  "orbital_gap_ev": 10.04,
  "e_above_lowest_kcal_mol": 64.1,
  "e_tot_ha": -341.90147
}

=====

Record 14
{
  "formula": "C4H8N2O",
  "method": "ωB97M-V with the def2-TZVPD basis set",
  "symbols": ["O", "N", "N", "C", "C", "C", "C", "H", "H", "H", "H", "H", "H", "H", "H"],
  "coordinates": [[-0.41519, 0.74610, 0.03326], [-2.10004, 0.28519, -1.48456], [-1.81686, -1.26595, 0.19094], [1.16433, -0.96293, -0.34926], [1.65160, 0.96154, 1.19841], [-1.46463, -0.22145, -0.39442], [0.80784, 0.19551, 0.22486], [-1.94348, 1.26116, -1.67329], [2.45418, 0.34555, 1.59137], [2.10751, -1.42070, -0.10394], [2.08022, 1.82860, 0.69533], [1.04053, 1.33095, 2.02097], [-1.16837, -1.64060, 0.87396], [0.63861, -1.39075, -1.18784], [-3.03626, -0.05222, -1.63578]],
  "smiles": "[H]/N=C(/N)OC(=C)C",
  "mol_weight_g_mol": 100.12,
  "homo_energy_ev": -8.8,
  "lumo_energy_ev": 0.95,
  "orbital_gap_ev": 9.73,
  "e_above_lowest_kcal_mol": 41.1,
  "e_tot_ha": -341.93815
}

=====

Record 15
{
  "formula": "C4H8N2O",
  "method": "ωB97M-V with the def2-TZVPD basis set",
  "symbols": ["O", "N", "N", "C", "C", "C", "C", "H", "H", "H", "H", "H", "H", "H", "H"],
  "coordinates": [[2.81217, -0.40362, -0.13877], [1.00453, 0.96423, -0.26178], [0.72238, -1.35387, -0.09910], [1.60173, -0.26839, -0.15858], [-0.38740, 1.30411, 0.01023], [-1.16285, 0.07701, 0.47954], [-0.68192, -1.10527, -0.36276], [-1.24405, -2.02556, -0.18268], [1.67429, 1.71515, -0.32973], [-0.95388, -0.12741, 1.53848], [0.91118, -1.93715, 0.70230], [-2.23896, 0.25932, 0.38986], [-0.77478, -0.88982, -1.43670], [-0.85375, 1.68515, -0.90795], [-0.42869, 2.10612, 0.75762]],
  "smiles": "O=C1NCCCN1",
  "mol_weight_g_mol": 100.12,
  "homo_energy_ev": -9.5,
  "lumo_energy_ev": 0.83,
  "orbital_gap_ev": 10.28,
  "e_above_lowest_kcal_mol": 6.6,
  "e_tot_ha": -341.99306
}

=====

Record 16
{
  "formula": "C4H8N2O",
  "method": "ωB97M-V with the def2-TZVPD basis set",
  "symbols": ["O", "N", "N", "C", "C", "C", "C", "H", "H", "H", "H", "H", "H", "H", "H"],
  "coordinates": [[0.07647, -1.51711, 0.00479], [-2.29433, -1.12207, -0.00631], [-1.05306, 1.34881, 0.33795], [-1.09862, -0.88411, -0.30090], [1.92607, 0.14272, 0.36013], [0.84238, -0.38452, -0.52875], [-0.47395, 0.43779, -0.66901], [-2.04724, 1.17108, 0.34020], [-0.74407, 1.65861, 1.24474], [1.46387, 0.59255, 1.23889], [-0.59916, 0.88740, -1.65995], [1.25819, -0.72578, -1.49260], [2.63239, -0.63420, 0.66553], [-2.36432, -1.88720, 0.65541], [2.47536, 0.91605, -0.19010]],
  "mol_weight_g_mol": 100.12,
  "homo_energy_ev": -9.0,
  "lumo_energy_ev": 0.95,
  "orbital_gap_ev": 9.97,
  "e_above_lowest_kcal_mol": 60.7,
  "e_tot_ha": -341.90685
}